[1]
Entry from the OMol25 dataset: a structure of composition C33H53CaN2O2P2S in a non-equilibrium geometry (ωB97M-V/def2-TZVPD).

Geometry as XYZ:
```
94
Properties=species:S:1:pos:R:3
C 2.1532 -2.0272 -0.9005
C 1.6778 0.0444 -1.8862
C 3.0074 -2.3853 -1.9473
C 2.5181 -0.2458 -2.9623
C 3.1838 -1.4743 -3.0017
H 3.4534 -3.3751 -1.9533
H 2.6400 0.4867 -3.7687
H 3.8066 -1.7378 -3.8455
N 1.5727 -0.8101 -0.8383
P 0.0389 -2.8171 0.8545
P 0.8780 2.2623 -0.1135
C 1.7704 -3.0412 0.1852
H 1.9144 -4.0578 -0.2125
H 2.4880 -2.9542 1.0214
C 0.7938 1.2801 -1.8381
H 1.0993 1.9809 -2.6184
C -0.4747 3.6024 -0.2348
C 2.6148 2.8682 0.1901
C -1.2194 -3.4255 -0.4811
C -0.0932 -3.6346 2.5488
C -1.7656 3.0846 0.4676
H -1.6502 3.0278 1.5614
H -2.5996 3.7657 0.2234
H -2.0657 2.0831 0.1127
C -0.0099 4.8620 0.5154
H 0.1178 4.6674 1.5909
H 0.9120 5.2860 0.0960
H -0.7977 5.6230 0.4123
C -0.8199 3.9347 -1.6990
H -1.2938 4.9278 -1.7292
H 0.0570 3.9613 -2.3592
H -1.5582 3.2305 -2.1068
C 2.6123 3.4364 1.6534
H 1.7952 3.0001 2.2588
H 3.5596 3.1843 2.1578
H 2.5078 4.5325 1.6673
C 3.6035 1.6791 0.1207
H 3.2158 0.8079 0.6658
H 3.8187 1.3887 -0.9140
H 4.5538 1.9618 0.5998
C 2.9418 3.9183 -0.8872
H 2.1463 4.0291 -1.6433
H 3.1376 4.9043 -0.4429
H 3.8599 3.6259 -1.4179
C -1.5151 -3.3632 3.1350
H -1.4697 -3.3722 4.2382
H -1.9013 -2.3696 2.8447
H -2.2452 -4.1289 2.8326
C 0.9309 -2.9799 3.5121
H 1.9461 -2.9589 3.0958
H 0.6388 -1.9523 3.7819
H 0.9600 -3.5697 4.4450
C 0.2011 -5.1355 2.3857
H 0.7823 -5.4925 3.2487
H -0.7220 -5.7301 2.3572
H 0.7908 -5.3582 1.4836
C -1.0135 -2.7046 -1.8422
H -0.9131 -3.4382 -2.6532
H -1.8585 -2.0495 -2.0936
H -0.1207 -2.0795 -1.8737
C -2.6616 -3.1339 0.0227
H -2.7928 -2.0864 0.3513
H -3.3768 -3.3110 -0.7989
H -2.9562 -3.7953 0.8504
C -0.9972 -4.9289 -0.6780
H 0.0331 -5.1431 -0.9965
H -1.2277 -5.5139 0.2214
H -1.6657 -5.2915 -1.4733
Ca -0.2399 -0.0913 0.7718
C 2.0024 0.0140 2.4044
O 2.7565 0.0024 3.2727
N -1.3536 0.4535 -0.9803
C -0.7098 0.8440 -2.0020
C -1.3855 0.9050 -3.3469
C -2.7853 0.8415 -3.3171
C -0.7174 1.0300 -4.5734
C -3.5315 0.9711 -4.4945
H -3.2829 0.6972 -2.3592
C -1.4665 1.1336 -5.7600
H 0.3705 1.0332 -4.6049
C -2.8693 1.1134 -5.7178
H -4.6175 0.9537 -4.4138
H -0.9616 1.2245 -6.7160
H -3.4565 1.1999 -6.6366
C -0.3485 1.0203 4.8012
S -1.7805 0.2713 3.9820
C -3.0294 1.5606 4.1731
O -1.4629 0.4146 2.4764
H -0.7148 1.4838 5.7234
H 0.1542 1.7578 4.1632
H 0.3372 0.1982 5.0491
H -2.5850 2.5556 4.0887
H -3.7581 1.4006 3.3707
H -3.5122 1.4365 5.1469
```

Results
* LUMO: -2.27 eV
* total charge: +1
* total energy: -90003.298 eV

=====

[2]
Entry from the OMol25 dataset: a structure of composition C33H54BIrN15P2 in a non-equilibrium geometry (ωB97M-V/def2-TZVPD).

Geometry as XYZ:
```
106
Properties=species:S:1:pos:R:3
Ir -11.1959 -15.9325 -4.0337
C -7.7135 -15.4801 -1.4948
C -8.3825 -16.0069 -2.7098
N -9.6602 -15.6199 -2.6364
N -9.9142 -15.3533 -1.3148
C -8.7053 -15.1195 -0.6274
B -11.2525 -15.0353 -0.8142
N -13.5877 -14.4266 -4.4442
C -14.6413 -14.1361 -5.2434
C -14.6720 -15.0190 -6.3122
C -13.4953 -15.7783 -6.1840
N -12.9300 -15.4099 -4.9936
N -12.3369 -15.8671 -1.3493
C -13.6050 -16.0073 -0.8811
C -14.1120 -17.1345 -1.4558
C -13.1433 -17.6081 -2.3936
N -12.0772 -16.8084 -2.2957
N -11.5624 -14.1021 0.2721
C -12.4919 -13.1098 0.2650
C -12.0869 -12.1012 1.1484
C -10.8931 -12.6349 1.7011
N -10.5583 -13.8065 1.1441
H -6.6314 -15.2399 -1.4420
H -7.9649 -16.3634 -3.5910
H -8.8008 -14.9971 0.4530
H -15.3799 -13.3897 -5.0001
H -15.2444 -15.0320 -7.2056
H -13.1373 -16.6021 -6.6978
H -14.0193 -15.2177 -0.2944
H -15.0165 -17.5906 -1.0959
H -13.2547 -18.4555 -3.0680
H -13.3512 -13.2029 -0.4302
H -12.6600 -11.1427 1.3928
H -10.2419 -12.1982 2.4545
N -10.8793 -17.8115 -4.9417
P -10.1664 -19.0551 -5.4886
N -11.2365 -20.0297 -6.3406
C -11.0828 -21.4486 -6.6327
C -12.3255 -22.1913 -6.0494
C -13.6806 -21.6434 -6.6678
C -13.8181 -20.1468 -6.4524
C -12.4393 -19.3859 -6.8908
N -9.3352 -19.9394 -4.3807
C -10.0025 -21.0066 -3.7006
C -9.6933 -21.0815 -2.1779
C -8.2018 -21.3023 -2.0416
C -7.4308 -20.2718 -2.8655
C -8.3029 -19.2429 -3.5902
N -8.8959 -18.6757 -6.5981
C -8.8022 -17.3077 -7.1964
C -8.3451 -17.3571 -8.5885
C -6.8823 -17.7929 -8.6141
C -6.6707 -19.0161 -7.6824
C -7.9695 -19.6617 -7.2211
H -10.1158 -21.8692 -6.3298
H -11.0398 -21.5782 -7.7460
H -12.4596 -21.9534 -4.9608
H -12.2132 -23.2679 -6.2409
H -14.5517 -22.1749 -6.2458
H -13.7578 -21.7794 -7.7558
H -14.0123 -19.9056 -5.4714
H -14.6673 -19.7668 -7.0210
H -12.4851 -18.3344 -6.6201
H -12.4164 -19.5159 -8.0125
H -9.8113 -21.9774 -4.2480
H -11.0843 -20.8953 -3.8952
H -10.3446 -21.8499 -1.7902
H -10.0381 -20.1202 -1.7864
H -7.9351 -22.3689 -2.2950
H -7.8825 -21.4169 -0.9882
H -6.7711 -20.7512 -3.5890
H -6.7529 -19.7615 -2.1349
H -7.6459 -18.6641 -4.2646
H -8.7914 -18.6238 -2.8784
H -8.1268 -16.6757 -6.6067
H -9.8063 -16.8362 -7.1077
H -8.5467 -16.3578 -9.0115
H -8.9761 -18.0228 -9.2012
H -6.2715 -16.8837 -8.2492
H -6.4729 -18.0713 -9.6043
H -6.2110 -18.6600 -6.8162
H -5.9957 -19.7483 -8.0568
H -7.7653 -20.4707 -6.5370
H -8.3965 -20.0591 -8.1783
C -9.0397 -11.3517 -4.7323
N -8.3761 -12.4156 -5.5870
C -8.8699 -12.3701 -6.9813
N -10.3237 -12.3102 -7.0995
C -10.8842 -11.2517 -6.2218
N -10.4665 -11.3628 -4.7872
C -11.0976 -12.5218 -4.0988
P -10.3496 -14.0281 -4.8899
C -8.5652 -13.6990 -4.9446
C -10.7698 -13.6983 -6.6387
H -8.7612 -10.3592 -5.0839
H -8.9005 -11.5018 -3.6580
H -8.5060 -13.2930 -7.4938
H -8.4222 -11.4173 -7.4064
H -11.9868 -11.2824 -6.2861
H -10.5028 -10.2834 -6.5585
H -12.1693 -12.6644 -4.2539
H -10.9467 -12.4141 -3.0059
H -8.1812 -14.4535 -5.5769
H -8.1359 -13.6918 -3.9173
H -11.8636 -13.8166 -6.7175
H -10.2704 -14.4976 -7.1904
```

Results
* LUMO (spin up / spin down): -5.20 / -8.75 eV
* total charge: +2
* expectation value of S²: 8.786
* total energy: -79521.358 eV
* 2S+1: 6

=====

[3]
Entry from the OMol25 dataset: a cluster of 10 separate species, C33H54N9O7 in total in a non-equilibrium geometry (ωB97M-V/def2-TZVPD).

Geometry as XYZ:
```
103
Properties=species:S:1:pos:R:3
O 9.5729 -11.7018 -17.5056
C 10.1493 -10.5676 -17.2062
O 9.7982 -10.1181 -16.1020
O 10.8333 -9.8796 -18.0369
H 9.1546 -11.6126 -16.6461
C 8.0358 -14.4658 -13.3467
C 8.7651 -13.6970 -14.4222
O 8.4443 -12.5906 -14.7917
N 9.7840 -14.2405 -15.0911
C 10.3489 -15.5762 -14.9043
H 7.2810 -13.8688 -12.8348
H 8.7520 -14.7065 -12.5611
H 7.5695 -15.2804 -13.9010
H 10.2658 -13.6564 -15.7596
H 11.4322 -15.4561 -14.8888
H 10.2890 -16.2076 -15.7907
H 10.1502 -16.1522 -14.0005
C 13.4920 -13.0351 -12.6507
C 12.7761 -11.8886 -13.2531
O 11.5474 -11.8545 -13.2199
N 13.5583 -10.9137 -13.8640
C 13.0840 -9.8703 -14.7221
H 13.2558 -13.9942 -13.1117
H 13.1651 -13.1261 -11.6149
H 14.5625 -12.8357 -12.6979
H 14.5413 -11.1389 -13.8103
H 13.1395 -10.0670 -15.7928
H 13.7272 -9.0455 -14.4153
H 12.0400 -9.6820 -14.4719
C 7.5667 -16.8246 -21.1346
C 8.2023 -16.3368 -19.8127
O 9.3026 -16.8028 -19.5318
N 7.5156 -15.4490 -19.1317
C 7.7910 -15.0318 -17.7883
H 6.5516 -16.4665 -21.3063
H 7.6496 -17.9083 -21.2165
H 8.2134 -16.4580 -21.9317
H 6.5883 -15.2449 -19.4761
H 8.0761 -13.9813 -17.8458
H 8.6445 -15.5863 -17.3981
H 6.8934 -15.2077 -17.1955
C 10.1363 -13.0060 -20.7063
C 8.8835 -12.2248 -20.8884
O 8.3471 -12.1460 -21.9952
N 8.2930 -11.6234 -19.8349
C 7.1174 -10.7440 -19.8912
H 9.8807 -13.9395 -20.2049
H 10.8363 -12.4016 -20.1295
H 10.5946 -13.2627 -21.6614
H 8.8736 -11.5226 -19.0146
H 7.2566 -9.9321 -20.6049
H 7.0665 -10.2889 -18.9021
H 6.2141 -11.2543 -20.2255
N 13.8274 -8.6457 -17.9570
C 14.8729 -8.9706 -18.7782
C 15.9145 -8.1074 -18.5207
C 15.3646 -7.1440 -17.6411
C 14.1161 -7.4985 -17.2850
H 12.9178 -9.0777 -18.0353
H 14.7974 -9.7536 -19.5181
H 16.8998 -8.1903 -18.9550
H 15.8304 -6.2501 -17.2534
H 13.4403 -7.0110 -16.5979
N 9.3484 -7.2631 -16.6160
C 10.2021 -6.4902 -17.3554
C 9.7391 -5.1680 -17.2827
C 8.6288 -5.1544 -16.3740
C 8.4649 -6.4279 -15.9189
H 9.3981 -8.2702 -16.5578
H 10.9920 -6.9394 -17.9391
H 10.2090 -4.3309 -17.7776
H 8.0684 -4.2537 -16.1714
H 7.7656 -6.8359 -15.2042
N 13.4469 -11.2529 -23.2639
C 13.6948 -12.3093 -22.4446
C 13.3959 -11.9465 -21.1149
C 12.8855 -10.6291 -21.1764
C 12.9226 -10.2106 -22.5134
H 13.5824 -11.2785 -24.2644
H 14.1209 -13.2268 -22.8227
H 13.5623 -12.6132 -20.2817
H 12.5259 -10.0217 -20.3590
H 12.8159 -9.3008 -23.0854
N 9.5272 -8.5192 -20.1322
C 8.6430 -7.5066 -19.9974
C 8.3733 -7.0174 -21.1846
C 9.0804 -7.7668 -22.1615
C 9.7780 -8.7132 -21.5136
H 10.0570 -8.9512 -19.3887
H 8.3739 -7.1710 -19.0067
H 7.6064 -6.2969 -21.4282
H 9.0127 -7.6348 -23.2313
H 10.3617 -9.5654 -21.8289
N 11.6400 -13.6554 -17.7842
C 11.9748 -14.9105 -18.1635
C 13.2361 -15.1907 -17.7123
C 13.6717 -14.0703 -16.9509
C 12.6658 -13.1222 -17.0285
H 10.8358 -13.1603 -18.1424
H 11.2469 -15.5497 -18.6410
H 13.7483 -16.1370 -17.8041
H 14.5987 -13.9968 -16.4017
H 12.5881 -12.1098 -16.6604
```

Results
* LUMO: 2.39 eV
* total charge: -1
* total energy: -62843.322 eV